DFT (ωB97M-V/def2-TZVPD) results for a structure of composition C13H17CeIN2.

For the energy above the lowest of the compared OMol25 structures with the same formula, charge and spin, the calculation gives 466.2 kJ/mol. For the HOMO energy, the calculation gives -15.151 eV. Its charge is +2. The HOMO-LUMO gap is 5.04 eV.

Geometry as XYZ:
```
34
Properties=species:S:1:pos:R:3:lowdin_charge:R:1
C -1.7243 -3.4956 -1.0912 -0.234
C -3.1574 0.1977 1.2855 -0.181
H -1.5712 -3.2805 -2.1655 0.079
H -2.7524 -3.1411 -0.8279 0.018
H -1.8054 -4.5784 -0.9611 0.015
H -3.5129 0.7152 0.3910 0.048
H -3.5820 -0.8088 1.3805 0.013
H -3.2972 0.7568 2.2283 0.076
C 1.7374 -1.8030 -1.4670 -0.155
C 3.0466 -1.6302 -1.9097 -0.016
C 3.6091 -0.3654 -1.8562 -0.004
C 2.8380 0.6772 -1.3592 0.031
H 1.2843 -2.7926 -1.4805 0.055
H 3.6127 -2.4845 -2.2865 0.130
H 4.6238 -0.1536 -2.1791 0.134
H 3.2326 1.6854 -1.3115 0.111
N 0.9634 -0.8163 -0.9590 0.027
C 1.5200 0.4277 -0.9016 -0.179
C 0.7331 1.5392 -0.3283 -0.177
N -0.5142 1.2815 0.1831 0.039
C -1.1623 2.3250 0.7470 -0.102
C 0.5443 3.9005 0.2974 0.005
C -0.7284 3.6463 0.8199 0.008
H -2.1157 2.0385 1.1798 0.072
H -1.3291 4.4579 1.2374 0.133
C 1.2510 2.8436 -0.2730 0.021
H 2.2363 3.0368 -0.6761 0.108
H 0.9942 4.8773 0.3333 0.127
Ce -1.6510 -1.2234 0.1926 0.901
I -0.0479 -3.6717 0.9410 1.151
C -0.9372 -1.0460 2.4560 -0.287
H -1.5715 -0.4151 3.1043 0.036
H 0.0837 -0.6258 2.3964 0.043
H -0.8503 -2.0747 2.8598 -0.048
```

DFT (ωB97M-V/def2-TZVPD) results for a cluster of 2 separate species, C4H10N2P in total.

For the energy above the lowest of the compared OMol25 structures with the same formula, charge and spin, the calculation gives 244.5 kJ/mol. For the HOMO energy, the calculation gives -13.900 eV. Its charge is +1. The HOMO-LUMO gap is 9.55 eV.

Geometry as XYZ:
```
17
Properties=species:S:1:pos:R:3:lowdin_charge:R:1
C -0.0878 -1.2859 -1.1517 -0.015
C 0.4975 0.2721 0.9702 -0.249
C 0.0839 -1.1904 1.1511 -0.170
C -0.3556 0.8935 -0.0325 -0.644
N 0.4225 -1.8688 -0.0272 0.086
N -0.4459 -0.0378 -1.1164 0.038
P -0.0158 2.6726 -0.3711 0.874
H -0.3763 -1.8504 -2.0516 0.180
H 0.4856 0.7238 1.8850 0.094
H 1.5805 0.2184 0.7026 0.155
H 0.5574 -1.4973 2.0625 0.138
H -1.0439 -0.9444 1.2552 0.154
H -1.9690 0.9235 0.3087 0.253
H 0.7414 -2.7582 0.0824 0.126
H -0.8849 0.4464 -1.8762 0.144
H -0.3426 2.7552 -1.7166 -0.118
H 1.4003 2.4926 -0.7821 -0.047
```

DFT (ωB97M-V/def2-TZVPD) results for the molecule C27H33NO6.

For the energy above the lowest of the compared OMol25 structures with the same formula, charge and spin, the calculation gives 0.0 kJ/mol. For the HOMO energy, the calculation gives -7.840 eV. The HOMO-LUMO gap is 8.09 eV.

Geometry as XYZ:
```
67
Properties=species:S:1:pos:R:3:lowdin_charge:R:1
C 4.1942 -2.9969 -3.7146 -0.086
O 4.0846 -1.9980 -2.7331 -0.118
C 2.9070 -1.8957 -2.0282 -0.193
C 1.7903 -2.6806 -2.2914 -0.007
C 0.6132 -2.5309 -1.5824 -0.017
C 0.5138 -1.5815 -0.5775 -0.149
C 1.6251 -0.8019 -0.3061 0.058
C 2.8218 -0.9421 -1.0004 -0.185
O 3.7994 -0.0696 -0.5995 -0.075
C 5.1526 -0.3210 -0.9046 -0.080
H 5.3672 -0.1647 -1.9636 0.089
H 5.4453 -1.3355 -0.6245 0.098
H 5.7181 0.3959 -0.3086 0.091
H 1.6106 -0.0539 0.4704 0.115
C -0.8120 -1.3849 0.1286 -0.140
C -0.6860 -0.8450 1.5254 -0.055
C -0.5439 0.4859 1.7168 -0.132
N -0.6862 1.3503 0.6369 0.016
C -1.4527 0.9289 -0.4415 -0.114
C -1.6266 -0.3922 -0.6664 -0.042
C -2.5215 -0.9093 -1.6936 -0.345
O -2.6647 -2.0982 -1.9019 0.094
C -3.2900 0.1290 -2.4870 -0.057
C -2.5140 1.4334 -2.6635 -0.543
C -1.2421 1.1867 -3.4781 -0.018
H -0.6931 2.1158 -3.6182 0.089
H -1.4966 0.7913 -4.4584 0.092
H -0.5918 0.4705 -2.9812 0.085
C -3.3856 2.4631 -3.3855 -0.045
H -4.3039 2.6509 -2.8328 0.084
H -2.8531 3.4054 -3.4962 0.086
H -3.6521 2.1039 -4.3762 0.087
C -2.1545 1.9641 -1.2687 -0.060
H -3.0756 2.2479 -0.7459 0.142
H -1.5566 2.8690 -1.3797 0.121
H -4.2193 0.3249 -1.9425 0.140
H -3.5595 -0.3037 -3.4517 0.134
C -0.1171 2.6717 0.6394 -0.046
H 0.2783 2.9119 -0.3526 0.148
H 0.7399 2.7043 1.3182 0.140
C -1.0653 3.7903 1.0545 -0.518
O -0.8834 4.9502 0.8098 0.121
O -2.1201 3.3418 1.7372 0.122
H -2.6988 4.0772 1.9939 0.144
C -0.3508 1.0721 3.0832 -0.064
H -1.3237 1.4437 3.4243 0.136
C 0.1852 0.0495 4.0949 -0.544
C -0.6866 -1.2026 4.0197 -0.058
C -0.7262 -1.8006 2.6272 -0.345
O -0.8192 -2.9988 2.4518 0.104
H -1.7171 -0.9507 4.2894 0.140
H -0.3396 -1.9671 4.7165 0.134
C 1.6391 -0.3059 3.7761 -0.019
H 2.2690 0.5811 3.8127 0.090
H 2.0169 -1.0201 4.5036 0.092
H 1.7245 -0.7538 2.7896 0.078
C 0.1105 0.6516 5.5002 -0.046
H -0.9148 0.9062 5.7601 0.084
H 0.7152 1.5540 5.5634 0.086
H 0.4817 -0.0582 6.2351 0.087
H 0.3263 1.9272 3.0656 0.120
H -1.3310 -2.3475 0.1532 0.149
H -0.2384 -3.1477 -1.8220 0.116
H 1.8289 -3.4236 -3.0714 0.103
H 3.4830 -2.8407 -4.5325 0.096
H 5.2091 -2.9123 -4.1018 0.094
H 4.0509 -3.9969 -3.2927 0.098
```

DFT (ωB97M-V/def2-TZVPD) results for the molecule H5NOSi.

For the energy above the lowest of the compared OMol25 structures with the same formula, charge and spin, the calculation gives 53.2 kJ/mol. For the HOMO energy, the calculation gives -9.546 eV. The HOMO-LUMO gap is 10.27 eV.

Geometry as XYZ:
```
8
Properties=species:S:1:pos:R:3:lowdin_charge:R:1
N -0.9334 -0.4879 0.0507 -0.147
O 1.7121 -0.5333 0.1267 -0.234
Si 0.4463 0.5102 -0.1202 0.388
H -1.3430 -1.0551 -0.6704 0.004
H -1.7606 -0.5178 0.6561 0.034
H 2.2540 -0.9436 -0.5549 0.040
H 0.3485 1.4941 -1.1864 -0.055
H 0.3211 0.9649 1.2663 -0.030
```

DFT (ωB97M-V/def2-TZVPD) results for a cluster of 2 separate species, C2H8N3S in total.

For the energy above the lowest of the compared OMol25 structures with the same formula, charge and spin, the calculation gives 406.5 kJ/mol. For the HOMO energy, the calculation gives -11.871 eV. Its charge is +1. The HOMO-LUMO gap is 7.45 eV.

Geometry as XYZ:
```
14
Properties=species:S:1:pos:R:3:lowdin_charge:R:1
C 1.5427 -0.2545 1.1285 -0.278
C 1.2526 0.5009 -0.0412 -0.553
N 1.2452 1.6108 -0.7451 0.206
N -1.4291 0.3839 -0.1415 -0.158
N -1.7723 -1.0407 -0.4063 -0.060
S 1.3678 -1.2199 -0.4428 0.975
H 2.5753 -0.0163 1.4580 0.120
H 0.8984 -0.5778 1.8477 0.054
H 1.2958 2.4403 -0.2188 0.129
H 0.7488 1.5825 -1.6162 0.136
H -1.8602 0.6583 0.8160 0.034
H -2.7574 -1.2922 -0.0172 0.185
H -1.0665 -1.7143 -0.1775 0.039
H -2.0411 -1.0611 -1.4437 0.169
```

DFT (ωB97M-V/def2-TZVPD) results for a cluster of 2 separate species, CH3ClFO3P in total.

For the energy above the lowest of the compared OMol25 structures with the same formula, charge and spin, the calculation gives 283.6 kJ/mol. For the HOMO energy (spin up / spin down), the calculation gives -9.070 / -9.073 eV. The HOMO-LUMO gap (spin up / spin down) is 7.83 / 7.83 eV.

Geometry as XYZ:
```
10
Properties=species:S:1:pos:R:3:lowdin_charge:R:1
C 1.5809 0.0520 -0.0819 -0.173
O 0.8270 -0.2771 -1.1648 -0.379
O -1.5774 1.5236 -0.4473 -0.324
O -0.8710 -1.1762 0.2369 -0.885
F -2.3068 1.4132 0.7424 -0.285
P -0.7365 -0.6626 -1.2234 1.027
Cl -2.2669 -1.4190 1.1552 0.721
H 1.8205 1.0702 -0.2936 0.086
H 2.5413 -0.4870 0.2127 0.118
H 0.9890 -0.0371 0.8638 0.093
```

DFT (ωB97M-V/def2-TZVPD) results for a cluster of 2 separate species, C3H5O3 in total.

For the energy above the lowest of the compared OMol25 structures with the same formula, charge and spin, the calculation gives 0.0 kJ/mol. For the HOMO energy (spin up / spin down), the calculation gives -9.578 / -9.720 eV. Its multiplicity is 4. The HOMO-LUMO gap (spin up / spin down) is 10.45 / 7.85 eV.

Geometry as XYZ:
```
11
Properties=species:S:1:pos:R:3:lowdin_spin:R:1
O 1.6019 -0.3224 1.8923 1.024
O 2.6533 -0.6070 2.5544 1.021
H 1.2341 -0.1942 -0.6830 0.024
C 0.7877 0.6350 -0.1552 0.530
H 1.3614 1.5452 -0.0046 0.021
C -0.6106 0.6461 -0.2118 0.076
O -1.2989 1.6741 0.0307 0.308
C -1.2972 -0.6067 -0.7669 -0.002
H -0.5652 -1.3460 -1.1373 -0.001
H -1.8609 -1.0545 0.0726 0.000
H -2.0057 -0.3695 -1.5912 -0.001
```

DFT (ωB97M-V/def2-TZVPD) results for a cluster of 4 separate species, C19H47B2IN8O9P in total.

For the HOMO energy, the calculation gives -3.478 eV. Its charge is -1. The HOMO-LUMO gap is 5.73 eV.

Geometry as XYZ:
```
87
Properties=species:S:1:pos:R:3:lowdin_charge:R:1
C 1.2050 4.3881 0.5983 -0.121
C 1.6153 3.9478 -0.8201 -0.245
C 2.1724 2.5165 -0.9522 -0.201
C 1.2789 1.5892 -1.7831 -0.260
N 1.7930 0.2273 -1.8220 0.081
B 0.7281 -0.9226 -1.8423 -0.734
B 0.2273 -1.1392 -3.4882 -0.546
O 1.0071 -1.7901 -4.4629 0.073
O -0.9421 -0.5630 -3.9943 0.109
O 1.3439 -2.1861 -1.2481 0.003
C 0.8970 -2.3837 0.0653 -0.356
C 2.0890 -2.4183 1.0487 -0.153
N 3.1060 -1.4222 0.7757 -0.085
C 3.7167 -0.8790 1.9778 -0.130
C 0.2757 -3.8135 0.0817 -0.131
C 0.7395 -4.5333 -1.1596 -0.721
O 1.7229 -5.1339 -1.3169 0.064
I -0.7859 -4.6604 -2.7767 0.819
C -0.1228 -1.1857 0.3456 -0.508
O 0.6311 -0.2641 1.1422 -0.112
C -0.0040 0.7395 1.9112 -0.246
C -0.7541 1.8055 1.1172 -0.236
C -1.6238 2.6646 2.0375 -0.103
P -1.8302 -1.4787 1.1231 1.069
C -1.4940 -2.7926 2.3919 -0.276
C -2.8018 -2.3119 -0.2065 -0.423
C -3.4746 -1.2740 -1.1143 -0.158
O -0.4068 -0.6797 -0.9075 -0.010
H 1.5866 5.3868 0.8295 0.059
H 1.6060 3.7065 1.3536 0.068
H 0.1197 4.4317 0.7145 0.053
H 2.3836 4.6405 -1.1784 0.089
H 0.7601 4.0315 -1.4963 0.074
H 3.1654 2.5323 -1.4137 0.099
H 2.3034 2.0388 0.0259 0.099
H 0.2746 1.5961 -1.3478 0.099
H 1.2039 2.0265 -2.7955 0.114
H 2.3106 0.1361 -2.6908 0.088
H 0.6754 -2.6627 -4.6917 0.037
H -1.2592 0.0637 -3.3343 0.071
H 2.5098 -3.4355 1.0143 0.123
H 1.7262 -2.2782 2.0718 0.117
H 3.8177 -1.8426 0.1932 0.107
H 4.0759 -1.6550 2.6752 0.048
H 2.9483 -0.3110 2.5117 0.068
H 4.5342 -0.2118 1.6967 0.073
H -0.8043 -3.8317 0.1375 0.048
H 0.6568 -4.4246 0.9074 0.125
H -0.6609 0.3093 2.6801 0.084
H 0.8200 1.2233 2.4502 0.121
H -0.0256 2.4400 0.6084 0.058
H -1.3756 1.3380 0.3564 0.093
H -2.4335 3.1431 1.4830 0.069
H -1.0460 3.4558 2.5247 0.061
H -2.0918 2.0554 2.8166 0.067
H -1.7722 -3.7980 2.0705 0.031
H -2.0220 -2.5471 3.3144 0.020
H -0.4257 -2.7996 2.6180 0.029
H -2.1938 -2.9704 -0.8259 -0.009
H -3.5549 -2.9087 0.3204 0.073
H -4.3461 -0.8185 -0.6379 0.055
H -2.7694 -0.4768 -1.3484 0.047
H -3.7500 -1.7370 -2.0651 0.068
C 6.0598 -3.1445 4.4607 -0.686
O 4.8944 -3.4205 4.2636 0.029
N 6.9038 -2.7783 3.4472 0.150
N 6.6235 -3.1695 5.7127 0.139
H 7.8650 -2.5342 3.5853 0.087
H 6.5088 -2.7282 2.5257 0.101
H 6.0253 -3.4267 6.4746 0.097
H 7.5806 -2.9371 5.8933 0.084
C -7.7325 0.5145 0.6290 -0.691
O -7.2951 0.9133 1.6899 0.028
N -7.5512 1.1888 -0.5480 0.147
N -8.4494 -0.6509 0.5242 0.140
H -7.9041 0.8689 -1.4288 0.087
H -7.0122 2.0339 -0.5134 0.103
H -8.5844 -1.1787 1.3653 0.097
H -8.8125 -1.0009 -0.3411 0.085
C -0.9212 4.7477 -4.0362 -0.682
O -1.1773 4.2810 -2.9457 0.030
N -0.6398 6.0793 -4.2198 0.142
N -0.8792 3.9783 -5.1678 0.153
H -0.4112 6.4792 -5.1088 0.083
H -0.6453 6.6598 -3.4027 0.097
H -1.0493 2.9950 -5.0541 0.103
H -0.6525 4.3371 -6.0747 0.086
```

no.,energy (Eh)
1,-1387.1243
2,-608.9115
3,-1554.8754
4,-422.5160
5,-643.0468
6,-1166.7920
7,-342.8140
8,-2556.4160